Version a
C5H8NS | wB97M-V/def2-TZVPD

## Properties
total charge = +1
E_LUMO (spin up / spin down) = -7.52 / -7.45 eV
2S+1 = 1
frontier orbital gap (spin up / spin down) = 0.191 / 0.191 Eh

CARTESIAN COORDINATES (ANGSTROEM)
C: 0.89102 1.15007 0.48365
C: 2.19434 0.76563 0.31126
C: -0.97266 1.00345 -0.88255
C: -0.22848 -0.80182 0.50763
C: -1.20670 -1.69866 -0.10315
N: -0.15246 0.39902 -0.04322
S: 2.87471 -0.48367 -0.50017
H: 0.70133 2.12687 0.97102
H: 2.95860 1.55331 0.61499
H: -2.07781 0.89255 -0.89538
H: -0.53334 1.86622 -1.31751
H: 0.30582 -1.02863 1.41132
H: -1.11192 -2.81998 0.07240
H: -1.51741 -1.39775 -1.16038
H: -2.12504 -1.52660 0.53010

Version b
C5H8NS | wB97M-V/def2-TZVPD

## Properties
total charge = +1
E_LUMO (spin up / spin down) = -5.72 / -5.72 eV
2S+1 = 1
frontier orbital gap (spin up / spin down) = 0.274 / 0.274 Eh

CARTESIAN COORDINATES (ANGSTROEM)
C: -0.41923 -1.57466 -0.62942
C: 0.55003 -1.19456 -1.54754
C: 0.18624 0.24849 0.90482
C: 1.66797 0.80574 0.08271
C: -0.70153 1.32580 0.64936
N: -0.69890 -1.07076 0.49429
S: 1.79633 -0.05401 -1.33257
H: -1.07093 -2.20144 -1.15896
H: 0.62043 -1.79518 -2.43982
H: 0.43678 -0.04833 2.01322
H: 2.10959 1.80225 0.32489
H: -0.38707 2.29907 1.11175
H: -1.75362 1.03780 1.02988
H: -0.73427 1.57132 -0.46960
H: -1.60182 -1.15151 0.96698

Calculated relative energies: version a 29.6; version b 0.0, given in kcal/mol

Version a
C5H9NO | wB97M-V/def2-TZVPD

## Properties
E_LUMO = 1.18 eV
2S+1 = 1
frontier orbital gap = 0.361 Eh

CARTESIAN COORDINATES (ANGSTROEM)
C: -2.08253 1.68279 1.79923
C: -0.80792 0.05037 0.62684
N: -1.57492 1.13342 0.55809
O: -0.23444 -0.14454 -0.57395
C: 0.75582 -1.14630 -0.50296
C: 2.16527 -0.73096 -0.76226
C: 1.40576 -1.56499 -1.77104
H: -2.18904 0.85245 2.49901
H: -1.37122 2.40196 2.22059
H: -3.04782 2.17384 1.65815
H: -1.59492 1.71601 -0.27730
H: 0.54847 -1.86910 0.27857
H: 2.32226 0.31427 -1.01350
H: 2.95719 -1.18600 -0.17471
H: 1.08573 -1.06894 -2.68194
H: 1.66229 -2.61428 -1.88281

Version b
C5H9NO | wB97M-V/def2-TZVPD

## Properties
SMILES = CC[C@@H](O)CC#N
E_LUMO = 0.71 eV
2S+1 = 1
frontier orbital gap = 0.426 Eh

CARTESIAN COORDINATES (ANGSTROEM)
C: -0.92975 -1.71961 -0.78974
C: 0.13999 -0.86960 -0.11587
C: -0.21162 0.61957 -0.05669
O: -1.50855 0.84256 0.46678
C: 0.70731 1.38940 0.89800
C: 2.10301 1.41822 0.46143
N: 3.20723 1.44575 0.10909
H: -1.08471 -1.43545 -1.83851
H: -0.64977 -2.77651 -0.75967
H: -1.88860 -1.63003 -0.26778
H: 1.09326 -0.98693 -0.64489
H: 0.30239 -1.22926 0.90804
H: -0.12189 1.05575 -1.06521
H: -2.14761 0.53946 -0.18911
H: 0.64977 0.92131 1.88713
H: 0.33954 2.41538 0.99700

Version c
C5H9NO | wB97M-V/def2-TZVPD

## Properties
E_LUMO = -0.20 eV
2S+1 = 1
frontier orbital gap = 0.249 Eh

CARTESIAN COORDINATES (ANGSTROEM)
C: 0.22191 -2.03982 0.62864
C: -0.11309 -0.63782 0.19302
C: -0.79352 0.22820 1.22164
C: 0.76559 2.09861 -0.85007
N: -0.05289 1.28698 -1.37594
C: 0.06242 -0.35186 -1.11905
O: 0.35903 -0.87426 -2.18379
H: -0.67915 -2.64993 0.79109
H: 0.77971 -2.02284 1.57657
H: 0.83968 -2.54621 -0.11875
H: -1.66189 -0.30781 1.63244
H: -1.17683 1.17216 0.82168
H: -0.14748 0.47210 2.07989
H: 0.86466 3.13045 -1.18038
H: 1.38306 1.71614 -0.03950
H: -0.58079 1.57474 -2.19846

Calculated relative energies: version a 54.8; version b 0.0; version c 47.0, given in kcal/mol

Version a
C5H9NO | wB97M-V/def2-TZVPD

## Properties
SMILES = Cc1ccc[nH]1.O
E_LUMO = 0.90 eV
2S+1 = 1
frontier orbital gap = 0.340 Eh

CARTESIAN COORDINATES (ANGSTROEM)
C: -0.13196 -1.47579 1.50081
C: 0.14363 -0.10736 0.96605
C: -0.76292 0.87955 0.67054
C: -0.11174 1.81143 -0.19591
C: 1.14106 1.33738 -0.43699
N: 1.27367 0.15550 0.23853
H: 0.56066 -1.76987 2.28551
H: -1.11287 -1.53000 1.96325
H: -0.04366 -2.24201 0.74147
H: -1.74992 1.09975 1.06289
H: -0.49768 2.73737 -0.59528
H: 1.88999 1.67529 -1.13419
H: 2.12977 -0.38064 0.31326
O: -0.69385 -0.92980 -2.74885
H: -0.40548 -0.22787 -2.14591
H: -1.62869 -1.03294 -2.48518

Version b
C5H9NO | wB97M-V/def2-TZVPD

## Properties
SMILES = C[C@@]1(O)CN2C[C@H]21
E_LUMO = 1.02 eV
2S+1 = 1
frontier orbital gap = 0.379 Eh

CARTESIAN COORDINATES (ANGSTROEM)
C: 1.31261 -1.20337 -0.01830
C: 0.63515 0.13537 0.16339
O: 1.60894 1.00451 0.70417
C: -0.10947 0.75175 -1.04139
N: -1.32504 1.04445 -0.21651
C: -1.84556 -0.26936 0.15382
C: -0.69837 0.26223 0.90620
H: 1.82229 -1.50579 0.90036
H: 2.06346 -1.11596 -0.81109
H: 0.59465 -1.97948 -0.29975
H: 1.20223 1.87451 0.81672
H: -0.31242 0.08187 -1.88568
H: 0.36974 1.66291 -1.40875
H: -1.71551 -1.10066 -0.53937
H: -2.82077 -0.22698 0.63291
H: -0.78193 0.58403 1.94327

Version c
C5H9NO | wB97M-V/def2-TZVPD

## Properties
SMILES = [H]/N=C/C.C=CC=O
E_LUMO = 0.45 eV
2S+1 = 1
frontier orbital gap = 0.362 Eh

CARTESIAN COORDINATES (ANGSTROEM)
H: -1.77506 1.07027 -1.73201
N: -1.54517 1.23597 -0.75092
C: -1.41438 0.12888 -0.13400
C: -1.20375 0.09824 1.35030
H: -1.58408 -0.85109 -0.60406
H: -0.75709 1.03286 1.69701
H: -2.20641 0.00867 1.77659
H: -0.61548 -0.75444 1.71227
C: 1.62944 0.73917 -0.02577
C: 0.81966 0.04082 -0.81932
C: 1.19868 -1.33316 -0.47667
O: 1.76598 -1.99725 -1.31202
H: 1.74171 0.44638 1.01576
H: 2.27728 1.49189 -0.43281
H: 0.57822 0.27934 -1.84828
H: 1.09044 -1.63656 0.58394

Version d
C5H9NO | wB97M-V/def2-TZVPD

## Properties
SMILES = C=NC[C@H](C)C=O
E_LUMO = 0.97 eV
2S+1 = 1
frontier orbital gap = 0.389 Eh

CARTESIAN COORDINATES (ANGSTROEM)
C: 1.40222 0.47966 -1.82482
N: 0.15074 0.29409 -1.80942
C: -0.55862 0.81969 -0.65140
C: -0.74202 -0.38039 0.30845
C: -0.83738 0.01202 1.78587
C: 0.47034 -1.28359 0.17124
O: 0.45285 -2.45720 -0.09709
H: 2.01773 -0.05327 -2.54836
H: 1.92749 1.12280 -1.10170
H: -1.53187 1.21424 -0.96138
H: -0.00161 1.63396 -0.15566
H: -1.61731 -0.96233 0.00609
H: 0.07259 0.53406 2.10901
H: -0.94517 -0.88580 2.40443
H: -1.69116 0.66619 1.98517
H: 1.43120 -0.75413 0.37957

Calculated relative energies: version a 0.0; version b 43.1; version c 71.2; version d 27.1, given in kcal/mol

Version a
C35H34F7N3OP2S2Y | wB97M-V/def2-TZVPD

## Properties
<S²> = 0.7732
E_LUMO (spin up / spin down) = 0.22 / -3.29 eV
2S+1 = 2
frontier orbital gap (spin up / spin down) = 0.290 / 0.158 Eh

CARTESIAN COORDINATES (ANGSTROEM)
Y: -0.11109 1.25982 0.92191
C: 0.81634 0.93159 -2.24052
N: 0.14261 1.98063 -1.46147
C: -1.19440 2.26616 -2.01306
C: -2.15079 1.09597 -1.88258
N: -2.26683 0.55935 -0.48829
C: -2.19367 -0.93054 -0.52967
C: -3.53298 0.89964 0.13665
C: -4.71807 0.77212 -0.57298
C: -5.94774 1.05256 0.00543
C: -6.02740 1.46265 1.33202
C: -4.87148 1.56185 2.06797
C: -3.60839 1.27607 1.50112
S: -2.26824 1.38261 2.55429
C: 0.89195 3.22615 -1.35562
C: 1.93963 3.51023 -2.22206
C: 2.64903 4.69447 -2.10672
C: 2.30609 5.60484 -1.11914
C: 1.26645 5.32341 -0.25225
C: 0.53934 4.13461 -0.34296
S: -0.78489 3.87635 0.81747
H: 0.81626 1.16000 -3.31243
H: 0.31250 -0.02522 -2.10174
H: 1.83696 0.81031 -1.88798
H: -1.10489 2.52584 -3.07610
H: -1.59473 3.12594 -1.48017
H: -1.85485 0.27332 -2.53516
H: -3.11623 1.45023 -2.23843
H: -2.98596 -1.32767 -1.17009
H: -2.30410 -1.33347 0.47451
H: -1.22653 -1.24941 -0.91350
H: -4.69278 0.43402 -1.59985
H: -6.84818 0.94267 -0.58435
H: -6.98374 1.68873 1.78247
H: -4.89814 1.86161 3.10680
H: 2.22019 2.80425 -2.99047
H: 3.46972 4.89582 -2.78219
H: 2.85783 6.52987 -1.01371
H: 1.00779 6.01753 0.53596
O: 1.54000 -2.34513 -0.33217
N: 2.44493 -1.51976 -0.95626
C: 3.09568 -2.10633 -1.87444
C: 3.04589 -3.53674 -2.25688
C: 4.27099 -4.20539 -2.28499
C: 4.34210 -5.55404 -2.58237
C: 3.17722 -6.25306 -2.86587
C: 1.96238 -5.58933 -2.86587
C: 1.87319 -4.22940 -2.57039
P: 0.25466 -3.35096 -2.67850
C: -0.69886 -4.15772 -1.33859
C: -2.09260 -4.10114 -1.39612
C: -2.86996 -4.60326 -0.36473
C: -2.26256 -5.15949 0.75371
C: -0.87913 -5.21367 0.82491
C: -0.10157 -4.71869 -0.21382
C: -0.44022 -4.16905 -4.17486
C: -1.17760 -5.35195 -4.18565
C: -1.64088 -5.88645 -5.37944
C: -1.36899 -5.25070 -6.58253
C: -0.63604 -4.07284 -6.58644
C: -0.18582 -3.53436 -5.39037
H: 1.15464 -1.77937 0.36151
H: 3.83595 -1.47850 -2.36098
H: 5.17421 -3.65337 -2.05380
H: 5.30024 -6.05706 -2.59105
H: 3.21437 -7.30978 -3.09697
H: 1.06260 -6.13931 -3.11079
H: -2.57538 -3.67157 -2.26795
H: -3.94999 -4.55925 -0.43222
H: -2.86538 -5.54639 1.56508
H: -0.39703 -5.63979 1.69542
H: 0.97720 -4.75221 -0.13821
H: -1.39569 -5.86145 -3.25520
H: -2.21329 -6.80542 -5.36848
H: -1.73012 -5.66989 -7.51273
H: -0.42203 -3.56838 -7.52000
H: 0.37531 -2.60580 -5.39680
F: 0.08496 -0.71618 1.13251
F: 2.12016 1.43277 0.61050
P: 2.85379 1.69198 2.15097
F: 2.70124 3.24355 1.87071
F: 2.79404 0.11751 2.34632
F: 3.35264 1.92954 3.62315
F: 1.20715 1.72206 2.70229
F: 4.28065 1.63233 1.49099

Version b
C35H34F7N3OP2S2Y | wB97M-V/def2-TZVPD

## Properties
<S²> = 0.7732
E_LUMO (spin up / spin down) = 0.34 / -2.71 eV
2S+1 = 2
frontier orbital gap (spin up / spin down) = 0.289 / 0.177 Eh

CARTESIAN COORDINATES (ANGSTROEM)
Y: -0.05472 1.31772 -1.28060
C: -0.62030 -2.67116 -1.96112
N: 0.62643 -1.88404 -1.90468
C: 1.18263 -1.69179 -3.26343
C: 1.64538 -0.27683 -3.56278
N: 0.53085 0.70762 -3.65406
C: 1.04391 1.98605 -4.21245
C: -0.53900 0.19247 -4.50900
C: -0.26595 -0.08924 -5.84434
C: -1.23088 -0.62781 -6.67473
C: -2.49330 -0.89266 -6.15829
C: -2.77100 -0.61129 -4.83443
C: -1.80704 -0.05925 -3.97842
S: -2.26289 0.31690 -2.32808
C: 1.56329 -2.54462 -1.03355
C: 1.88928 -3.87975 -1.23334
C: 2.73212 -4.55746 -0.36471
C: 3.27510 -3.90553 0.73989
C: 2.98481 -2.57772 0.94432
C: 2.14014 -1.86862 0.06098
S: 1.92380 -0.20530 0.36131
H: -0.48825 -3.62531 -2.48394
H: -1.38759 -2.08852 -2.46095
H: -0.96023 -2.87520 -0.94656
H: 0.41346 -1.96689 -3.98547
H: 2.02929 -2.36410 -3.43349
H: 2.19718 -0.30007 -4.51084
H: 2.34664 0.07467 -2.79972
H: 1.35815 1.86437 -5.25106
H: 1.89494 2.33048 -3.63328
H: 0.25591 2.73493 -4.15892
H: 0.72296 0.10764 -6.24055
H: -1.00375 -0.83763 -7.71137
H: -3.26480 -1.31466 -6.78959
H: -3.75666 -0.80709 -4.43228
H: 1.47064 -4.40658 -2.08102
H: 2.96160 -5.59913 -0.54805
H: 3.92286 -4.43474 1.42552
H: 3.39811 -2.03819 1.78619
O: -1.73069 2.90690 0.72267
N: -2.68875 2.25272 -0.03795
C: -3.42947 1.45032 0.60701
C: -3.46696 1.13238 2.05044
C: -4.72149 1.16611 2.66394
C: -4.86958 0.85136 4.00049
C: -3.75876 0.47010 4.74348
C: -2.51841 0.41047 4.13583
C: -2.35106 0.74177 2.79009
P: -0.67012 0.60778 2.05814
C: 0.24829 1.80435 3.08839
C: -0.41385 2.87504 3.68651
C: 0.29680 3.84569 4.37708
C: 1.67689 3.76467 4.47647
C: 2.34598 2.70928 3.87541
C: 1.63907 1.74030 3.18216
C: -0.20220 -1.05151 2.67188
C: 0.54628 -1.32449 3.81222
C: 0.86685 -2.63670 4.14048
C: 0.43789 -3.68508 3.34045
C: -0.32044 -3.42265 2.20635
C: -0.63113 -2.11459 1.87521
H: -1.33339 3.51079 0.06604
H: -4.16556 0.96485 -0.02745
H: -5.58466 1.44981 2.07379
H: -5.84790 0.89367 4.46088
H: -3.86012 0.21229 5.78951
H: -1.65671 0.10049 4.71452
H: -1.48843 2.96454 3.60428
H: -0.23473 4.67223 4.83082
H: 2.23098 4.52836 5.00646
H: 3.42538 2.64856 3.92296
H: 2.18494 0.94565 2.69269
H: 0.88158 -0.51470 4.44710
H: 1.45156 -2.83713 5.02951
H: 0.69221 -4.70513 3.59867
H: -0.66104 -4.23650 1.57820
H: -1.21204 -1.90293 0.98205
F: -0.61065 3.18321 -1.76372
F: 1.17595 2.82273 0.36782
P: 2.60312 3.35245 -0.33548
F: 2.84423 4.39611 0.82243
F: 2.20697 2.14459 -1.51587
F: 3.92525 3.68402 -1.14480
F: 3.37266 2.20575 0.47576
F: 1.77216 4.39038 -1.19600

Calculated relative energies: version a 0.0; version b 5.2, given in kcal/mol